Formula: C30H31NO2P
Source: the OMol25 dataset
Level of theory: ωB97M-V with the def2-TZVPD basis set

Last column: Löwdin charge in e.
Positions of all 65 atoms, in Å:
C1 -2.4276 0.6619 0.1434  0.01
N1 -1.6649 0.3622 1.3729  -0.12
C2 -0.2342 0.4683 1.3585  -0.22
C3 0.5277 -0.6951 1.5428  -0.01
C4 1.9182 -0.6349 1.4490  -0.06
C5 2.5488 0.6002 1.2578  -0.07
C6 1.7923 1.7731 1.1235  -0.06
C7 0.3983 1.7039 1.1493  -0.01
C8 -2.3626 0.0769 2.4598  0.08
H1 -1.7406 0.8267 -0.6954  0.11
H2 -3.1046 -0.1829 -0.0765  0.10
H3 -3.0287 1.5679 0.3337  0.11
H4 -0.0031 -1.6317 1.6945  0.10
H5 2.4982 -1.5589 1.5271  0.12
H6 3.6392 0.6550 1.2328  0.11
H7 2.2893 2.7398 0.9966  0.12
H8 -0.2127 2.5981 1.0278  0.12
H9 -1.8589 0.0945 3.4378  0.12
H10 -3.4520 0.1530 2.3394  0.11
C9 -1.5683 -3.5270 -1.2389  -0.08
C10 -2.5123 -3.8296 -0.1026  -0.20
O1 -2.1540 -2.8487 0.9432  -0.05
C11 -2.8919 -3.0482 2.0708  -0.56
C12 -2.5660 -2.1395 3.1794  -0.20
P1 -3.3072 -2.7625 4.6775  1.10
C13 -5.1056 -2.4664 4.5684  -0.29
C14 -6.0912 -3.4405 4.8130  -0.05
C15 -7.4466 -3.1219 4.6877  -0.06
C16 -7.8314 -1.8551 4.2474  -0.06
C17 -6.8634 -0.8937 3.9573  -0.06
C18 -5.5128 -1.1996 4.1274  -0.10
C19 -3.1438 -4.4422 5.4118  -0.29
C20 -3.5694 -4.6877 6.7362  -0.08
C21 -3.4891 -5.9606 7.3053  -0.07
C22 -2.9777 -7.0284 6.5681  -0.06
C23 -2.5493 -6.8086 5.2601  -0.06
C24 -2.6389 -5.5382 4.6864  -0.06
C25 -2.6111 -1.6683 5.9594  -0.31
C26 -3.3986 -0.7150 6.6184  -0.07
C27 -2.8123 0.1988 7.4961  -0.06
C28 -1.4443 0.1299 7.7596  -0.07
C29 -0.6559 -0.8485 7.1485  -0.07
C30 -1.2396 -1.7536 6.2593  -0.08
O2 -3.7928 -3.9067 2.1023  0.03
H11 -1.7741 -4.1695 -2.1029  0.09
H12 -1.6763 -2.4837 -1.5665  0.07
H13 -0.5279 -3.6915 -0.9196  0.08
H14 -3.5667 -3.6831 -0.3906  0.13
H15 -2.3724 -4.8659 0.2586  0.13
H16 -1.4593 -2.0035 3.2561  0.08
H17 -5.7961 -4.4542 5.0925  0.11
H18 -8.2018 -3.8726 4.9253  0.11
H19 -8.8828 -1.6180 4.1250  0.11
H20 -7.1475 0.0928 3.5940  0.11
H21 -4.7545 -0.4499 3.9046  0.09
H22 -3.9801 -3.8700 7.3328  0.12
H23 -3.8311 -6.1195 8.3274  0.11
H24 -2.9195 -8.0212 7.0096  0.11
H25 -2.1506 -7.6362 4.6752  0.11
H26 -2.3376 -5.4011 3.6480  0.10
H27 -4.4772 -0.7003 6.4565  0.10
H28 -3.4377 0.9534 7.9745  0.11
H29 -0.9957 0.8289 8.4595  0.11
H30 0.4096 -0.9167 7.3692  0.11
H31 -0.6306 -2.5415 5.8094  0.12

Calculated values
Charge: +1
HOMO-LUMO gap, eV: 8.38
HOMO, Eh: -0.4156
Energy above the lowest of the compared OMol25 structures with the same formula, charge and spin, kcal per mole: 0.00